Computed, not measured: a single C9H12N4 molecule in a non-equilibrium geometry, with the ωB97M-V functional and the def2-TZVPD basis.

```
25
Properties=species:S:1:pos:R:3:forces:R:3
C -2.51035 0.44068 -0.55735 2.4 1.6 2.6
C -2.36179 1.76385 1.42712 -1.3 0.2 0.5
C -1.21550 0.26038 -0.83295 -1.2 -0.5 -1.0
C -0.46632 2.67921 0.21518 1.3 0.4 -0.3
C 0.88471 -0.89878 -1.10175 3.2 2.1 -1.3
C 1.42758 -0.59992 0.32132 -0.5 -1.1 0.4
C 0.49943 -2.33839 -1.37080 -1.7 2.6 -3.1
C 0.64629 -1.39889 1.43911 2.6 0.0 -0.8
C 2.42368 0.27126 0.52527 -1.4 -1.3 1.2
N -3.00193 0.97068 0.65721 0.4 -0.1 0.7
N -1.17606 2.41490 1.14975 -1.1 -0.6 0.9
N -0.12070 0.14473 -1.34293 -0.1 -0.1 0.0
N 0.46857 3.08861 -0.43198 0.5 0.0 -2.7
H -3.28019 0.13410 -1.14695 -1.5 -1.2 -2.0
H -2.85848 2.01383 2.42646 1.0 -0.2 -1.5
H 1.79292 -0.59882 -1.88257 -2.2 -0.8 2.0
H -0.44948 -2.53463 -0.97886 -1.5 -0.4 1.0
H 1.20658 -2.88805 -0.86682 1.7 -2.0 0.3
H 0.28275 -2.43768 -2.49935 1.2 -0.4 1.6
H 0.13494 -2.26029 0.95226 0.4 0.6 1.0
H -0.02955 -0.73005 1.90509 -1.0 0.5 0.5
H 1.40861 -1.70254 2.23418 -1.2 0.1 -1.1
H 0.65861 2.91762 -1.46959 -0.6 0.2 2.4
H 2.85293 0.75414 -0.29476 0.7 0.7 -1.1
H 2.78275 0.53408 1.52371 -0.2 -0.2 -0.3
```
Forces are in eV/Å.

Output
Gap between HOMO and LUMO = 8.52 eV
Molar mass = 176.2 g mol⁻¹
Relative energy (zero: lowest compared OMol25 entry of this formula, charge and spin) = 4.520 eV